# 1
DFT (ωB97M-V with the def2-TZVPD basis set) results for a 5-piece molecular cluster, C19H31Cl16N2O overall.

## Properties
<S²>: 0.754
HOMO energy (alpha / beta): -8.04 / -9.13 eV
spin multiplicity: 2
F_max: 0.026 hartree/bohr
LUMO level (alpha / beta): 0.1 / 0.1 eV

Atoms and positions in Å:
1 C 0.86046 3.59207 0.79754
2 C 1.59244 2.32353 0.41214
3 C 0.97339 0.97213 0.87939
4 C 1.80967 -0.09281 0.12255
5 C 1.97460 -1.47710 0.73380
6 C 0.70925 -2.37281 0.72068
7 C 0.79556 -3.42408 -0.39725
8 N 1.27343 -4.71818 0.10669
9 C 1.13521 0.92177 2.41221
10 C -0.06610 0.51097 3.31455
11 C -0.37355 1.63991 4.32712
12 C 0.36503 -0.68803 4.16388
13 N -1.30012 0.13543 2.59351
14 O -1.56632 -1.11882 2.52938
15 C -1.64298 0.91854 1.39200
16 C -2.85014 0.24719 0.72497
17 C -2.13700 2.32102 1.75855
18 C -0.49892 0.92602 0.35828
19 H -0.08425 3.70340 0.28036
20 H 0.67750 3.65352 1.86609
21 H 1.46563 4.45745 0.53579
22 H 1.63677 2.27621 -0.67715
23 H 2.62748 2.36547 0.74480
24 H 2.81062 0.32391 0.00529
25 H 1.43428 -0.22726 -0.89103
26 H 2.71305 -1.99427 0.13147
27 H 2.39501 -1.46665 1.73586
28 H 0.66981 -2.89858 1.66613
29 H -0.20154 -1.81782 0.54884
30 H 1.40864 -3.05310 -1.21468
31 H -0.21363 -3.54635 -0.80542
32 H 1.09752 -5.41601 -0.61116
33 H 0.69330 -5.00119 0.89040
34 H 1.96382 0.28140 2.68440
35 H 1.44623 1.90810 2.73347
36 H -1.41655 1.57459 4.62489
37 H -0.21047 2.62401 3.89635
38 H 0.26264 1.55017 5.19565
39 H 1.20518 -0.36862 4.77438
40 H 0.71383 -1.50922 3.55183
41 H -0.42718 -0.99365 4.83812
42 H -2.56671 -0.67821 0.24220
43 H -3.61828 0.04149 1.46131
44 H -3.21508 0.91324 -0.04917
45 H -2.39732 2.83050 0.83606
46 H -1.42095 2.89743 2.32664
47 H -3.05515 2.20928 2.32646
48 H -0.69382 1.73350 -0.33874
49 H -0.60805 0.02318 -0.22884
50 C 6.27100 -1.14203 0.38454
51 Cl 6.27582 -0.20834 -1.11626
52 Cl 7.93274 -1.51348 0.85436
53 Cl 5.49572 -0.19308 1.66038
54 Cl 5.37206 -2.63992 0.14267
55 C -4.88890 2.38156 -2.97637
56 Cl -3.15723 2.13519 -2.69755
57 Cl -5.38959 1.59405 -4.47777
58 Cl -5.79549 1.68629 -1.62935
59 Cl -5.21942 4.11426 -3.08016
60 C -1.76919 1.44951 -6.51761
61 Cl -2.09783 0.06930 -5.46438
62 Cl -2.22131 1.04331 -8.17630
63 Cl -2.70809 2.84070 -5.96646
64 Cl -0.04676 1.83963 -6.45626
65 C -0.83997 -4.09359 -4.90522
66 Cl -0.78384 -3.20335 -6.42921
67 Cl 0.79113 -4.60706 -4.45962
68 Cl -1.49113 -3.05355 -3.63178
69 Cl -1.87592 -5.51204 -5.08822

# 2
DFT (ωB97M-V with the def2-TZVPD basis set) results for a 6-piece molecular cluster, C45H91FIN3O5S overall.

## Properties
HOMO energy: -9.67 eV
SMILES: CC[C@H](I)[C@](C#N)([C@](C#N)(CCCCNC(C)=O)CC(=O)O)S(=O)(=O)F.CCCCCC.CCCCCC.CCCCCC.CCCCCC.CCCCCC
F_max: 0.093 hartree/bohr
LUMO level: -0.5 eV

Atoms and positions in Å:
1 C 1.74786 3.46090 3.54458
2 C 0.48055 3.18187 2.66718
3 C 0.06294 1.67601 2.57659
4 I -0.40449 1.02241 4.58236
5 C 1.04929 0.75963 1.75249
6 C 1.98475 1.64075 0.91244
7 N 2.65431 2.35162 0.35000
8 C 0.26462 -0.11478 0.66990
9 C -0.16133 0.87851 -0.42226
10 N -0.73687 1.50487 -1.15780
11 C -0.93622 -0.95471 1.22433
12 C -2.15171 -1.06978 0.21918
13 C -3.25720 -0.04455 0.60837
14 C -4.04827 -0.52628 1.87846
15 N -3.61210 0.14273 3.13209
16 C -3.69855 -0.70632 4.26700
17 C -2.82212 -1.94970 4.47670
18 O -4.48037 -0.41097 5.12658
19 C 1.22896 -1.13467 -0.06554
20 C 0.64425 -1.68731 -1.38439
21 O -0.01248 -2.65505 -1.42490
22 O 0.87382 -1.02292 -2.55213
23 S 2.19399 -0.26479 2.78377
24 O 2.83083 0.51910 3.78230
25 O 1.53278 -1.43281 3.26722
26 F 3.40151 -0.80637 1.84393
27 H 1.58133 3.26452 4.61612
28 H 1.91653 4.56015 3.46062
29 H 2.66240 2.99418 3.13815
30 H -0.35176 3.68177 3.21349
31 H 0.52739 3.69039 1.68395
32 H -0.90219 1.66233 2.02574
33 H -1.34190 -0.62652 2.19825
34 H -0.55781 -1.98792 1.37048
35 H -1.85645 -1.04173 -0.84237
36 H -2.59694 -2.07532 0.39093
37 H -2.88207 0.98057 0.79383
38 H -4.01184 -0.03747 -0.21107
39 H -5.14078 -0.34065 1.77560
40 H -3.94214 -1.62968 1.97265
41 H -4.27138 0.90062 3.30284
42 H -2.92542 -2.30579 5.51865
43 H -1.74041 -1.71897 4.34928
44 H -3.04406 -2.78008 3.77604
45 H 2.21868 -0.67700 -0.28582
46 H 1.42478 -2.00541 0.59077
47 H 1.35397 -0.20060 -2.34796
48 C 0.68346 -0.69734 -9.59371
49 C 0.67756 0.60140 -8.79481
50 C 1.83770 0.70603 -7.80522
51 C 1.85170 -0.36076 -6.70776
52 C 0.59181 -0.41961 -5.84437
53 C 0.33754 0.86078 -5.05640
54 H 0.57144 -1.56990 -8.94725
55 H -0.14365 -0.70777 -10.30645
56 H 1.61392 -0.80322 -10.15650
57 H -0.27902 0.70942 -8.27590
58 H 0.74228 1.44095 -9.49341
59 H 1.82151 1.69992 -7.34770
60 H 2.78216 0.64650 -8.35662
61 H 2.71717 -0.17878 -6.06104
62 H 2.01607 -1.34456 -7.15794
63 H 0.69588 -1.24732 -5.13779
64 H -0.28259 -0.65162 -6.45947
65 H 1.18090 1.08686 -4.39776
66 H -0.55452 0.75112 -4.43684
67 H 0.17831 1.71675 -5.71505
68 C 6.05545 8.86427 5.85437
69 C 4.74928 9.38099 5.26128
70 C 3.54391 8.50463 5.60117
71 C 3.61013 7.07295 5.06376
72 C 3.77603 6.95634 3.54879
73 C 2.60920 7.55074 2.76767
74 H 6.31487 7.87874 5.46334
75 H 6.87651 9.54132 5.61046
76 H 5.98787 8.79574 6.94261
77 H 4.85338 9.48508 4.17760
78 H 4.56478 10.38754 5.64816
79 H 2.63808 8.99241 5.22853
80 H 3.43259 8.45960 6.68967
81 H 2.69460 6.55005 5.36209
82 H 4.43177 6.53870 5.54996
83 H 3.86424 5.89657 3.29090
84 H 4.70986 7.42633 3.22817
85 H 1.66964 7.06139 3.03841
86 H 2.76258 7.41459 1.69538
87 H 2.50342 8.62152 2.95141
88 C -1.53261 -4.24139 -3.95646
89 C -0.17477 -4.92378 -3.84527
90 C 0.70112 -4.72837 -5.08314
91 C 0.13867 -5.31865 -6.37869
92 C -0.15877 -6.81715 -6.33253
93 C 1.08070 -7.67104 -6.08973
94 H -2.12485 -4.65064 -4.77796
95 H -2.10371 -4.38264 -3.03648
96 H -1.41480 -3.16695 -4.11780
97 H -0.31375 -5.98927 -3.63842
98 H 0.35094 -4.51146 -2.98161
99 H 1.68878 -5.15704 -4.88623
100 H 0.86567 -3.65605 -5.23596
101 H 0.85354 -5.12341 -7.18564
102 H -0.77670 -4.78620 -6.65437
103 H -0.60275 -7.11105 -7.28855
104 H -0.91003 -7.03433 -5.56797
105 H 1.82681 -7.50430 -6.87039
106 H 0.81819 -8.73072 -6.09595
107 H 1.53955 -7.45140 -5.12379
108 C 5.65833 -2.34127 8.62523
109 C 5.40095 -2.93868 7.24625
110 C 4.48566 -2.07685 6.37653
111 C 3.07009 -1.87792 6.92192
112 C 2.28442 -3.16465 7.17572
113 C 2.04028 -3.98157 5.91159
114 H 4.73746 -2.24969 9.20411
115 H 6.34148 -2.97689 9.19240
116 H 6.11184 -1.35087 8.54115
117 H 4.98976 -3.94652 7.35316
118 H 6.35961 -3.05325 6.73147
119 H 4.43204 -2.51866 5.37663
120 H 4.94525 -1.09179 6.24343
121 H 2.51338 -1.25590 6.21331
122 H 3.11542 -1.30430 7.85285
123 H 1.31612 -2.89818 7.61093
124 H 2.79354 -3.78333 7.92053
125 H 1.49043 -3.39643 5.17090
126 H 1.45121 -4.87147 6.14350
127 H 2.97624 -4.31525 5.45905
128 C -4.94489 0.04897 -3.35301
129 C -6.14724 0.63136 -2.61827
130 C -7.16877 -0.42623 -2.20014
131 C -7.82195 -1.19006 -3.35435
132 C -8.54462 -0.31827 -4.38100
133 C -9.71617 0.46066 -3.79330
134 H -5.23640 -0.43349 -4.28751
135 H -4.23336 0.84006 -3.59836
136 H -4.42954 -0.68803 -2.73113
137 H -6.62095 1.39760 -3.23793
138 H -5.79174 1.14361 -1.71832
139 H -7.94434 0.05348 -1.59529
140 H -6.68020 -1.15134 -1.53939
141 H -8.53434 -1.90749 -2.93349
142 H -7.06484 -1.78786 -3.87049
143 H -8.92119 -0.96483 -5.17912
144 H -7.84374 0.37463 -4.85524
145 H -10.45298 -0.21686 -3.35535
146 H -10.21401 1.04120 -4.57214
147 H -9.38999 1.15915 -3.02018

no.,molecular weight (Da)
1,870.72
2,932.21